(1)
A structure of composition C40H49FHfN3OP2Si in a non-equilibrium geometry, computed with ωB97M-V/def2-TZVPD.

Cartesian coordinates (Å):
Hf: -0.00546 -0.32893 -0.46215
C: -2.07644 -0.18454 2.54303
C: -1.44569 1.21136 2.56500
P: 0.22215 1.24577 1.78675
C: 0.85797 2.89550 2.12880
C: 0.01931 4.00303 2.00654
C: 0.50386 5.27015 2.30294
C: 1.82145 5.43396 2.71435
C: 2.66420 4.33166 2.81584
C: 2.18797 3.06342 2.51495
C: 1.12519 0.07602 2.83868
C: 1.37634 0.33953 4.18576
C: 2.00828 -0.61506 4.97169
C: 2.39740 -1.83725 4.42661
C: 2.15838 -2.11457 3.08839
C: 1.53435 -1.15001 2.31158
P: -2.29386 -0.90204 0.86172
C: -3.32369 0.29153 -0.03122
C: -3.27319 0.30658 -1.42987
C: -4.07886 1.17330 -2.15603
C: -4.94873 2.02450 -1.48968
C: -5.02510 1.99953 -0.09922
C: -4.21793 1.14243 0.62938
C: -3.26398 -2.39671 1.10044
C: -4.64577 -2.37577 0.92119
C: -5.38234 -3.51970 1.20200
C: -4.74577 -4.67382 1.64445
C: -3.36668 -4.69406 1.81695
C: -2.62343 -3.55601 1.54671
H: -3.05720 -0.17958 3.01771
H: -1.46685 -0.89138 3.10716
H: -1.33138 1.57011 3.58725
H: -2.07485 1.92467 2.03795
H: -1.01139 3.89536 1.68492
H: -0.15207 6.12869 2.22090
H: 2.19079 6.42113 2.96309
H: 3.68963 4.45927 3.14550
H: 2.84538 2.20580 2.61282
H: 1.08409 1.28984 4.62306
H: 2.19722 -0.40629 6.01898
H: 2.89099 -2.57505 5.04828
H: 2.46037 -3.06505 2.66280
H: 1.38220 -1.38269 1.25646
H: -2.63830 -0.39342 -1.96063
H: -4.03842 1.17178 -3.23834
H: -5.58339 2.69933 -2.05173
H: -5.72777 2.64310 0.41700
H: -4.31457 1.11995 1.70844
H: -5.15232 -1.48792 0.55908
H: -6.45859 -3.50719 1.07220
H: -5.32764 -5.56199 1.85856
H: -2.87317 -5.59393 2.16378
H: -1.55072 -3.57087 1.71543
C: 0.05930 -3.17468 -0.89222
Si: -0.27732 -2.64315 -2.69364
C: 1.10035 -3.20911 -3.74870
C: -1.95480 -3.20594 -3.13808
N: -0.27243 -0.88958 -2.37391
C: -0.38232 0.15596 -3.32165
C: -0.36626 0.01745 -4.70680
C: -0.49228 1.12443 -5.53614
C: -0.64277 2.40202 -5.00750
C: -0.67116 2.57638 -3.62828
C: -0.53952 1.44957 -2.87739
F: -0.55984 1.58443 -1.44104
H: 0.53941 -4.15873 -0.85927
H: -0.86934 -3.25608 -0.32289
H: 0.78674 -2.52964 -0.35083
H: 1.27913 -4.27370 -3.55849
H: 2.02280 -2.65688 -3.54488
H: 0.87790 -3.10755 -4.81669
H: -1.96055 -4.28951 -3.31433
H: -2.32843 -2.72860 -4.05165
H: -2.65321 -2.99213 -2.32270
H: -0.25244 -0.97464 -5.13763
H: -0.47459 0.98591 -6.60863
H: -0.74305 3.26096 -5.65812
H: -0.80121 3.54854 -3.16508
C: 4.53612 2.38032 0.19702
N: 3.41328 1.72907 -0.50220
C: 2.44595 2.67548 -1.08834
C: 3.20530 0.41943 -0.59371
O: 1.96615 0.03535 -0.80279
N: 4.15306 -0.50888 -0.55452
C: 5.60303 -0.21794 -0.58522
C: 3.82852 -1.94532 -0.51683
H: 4.12079 3.23749 0.72305
H: 5.29563 2.73622 -0.49599
H: 4.98119 1.71964 0.93325
H: 3.01290 3.50079 -1.51490
H: 1.77167 3.07474 -0.32917
H: 1.88364 2.21102 -1.88997
H: 5.80629 0.69312 -1.13790
H: 6.08896 -1.03574 -1.10953
H: 6.02462 -0.15522 0.41686
H: 2.83437 -2.12740 -0.89107
H: 3.93190 -2.34414 0.49487
H: 4.53057 -2.46722 -1.16260

Atomic forces in eV per Å
1.1 -0.6 -1.0
0.0 0.1 0.0
0.0 -0.1 -0.1
-0.5 -0.1 0.5
0.1 -0.1 -0.1
0.0 0.1 0.0
0.0 0.0 0.0
0.0 0.0 0.0
0.0 0.0 0.0
0.0 0.0 0.1
0.3 0.0 -0.1
0.0 0.0 0.1
0.0 0.0 0.0
0.0 0.0 0.1
0.0 0.0 0.0
-0.2 0.1 0.1
-0.3 0.4 0.5
0.0 0.0 -0.1
-0.1 0.0 0.1
0.0 0.0 0.0
0.0 0.0 0.0
0.0 0.1 0.0
0.0 0.0 0.0
0.3 -0.1 -0.1
-0.1 -0.1 -0.1
0.0 0.0 0.0
-0.1 0.0 0.0
0.0 0.0 0.0
-0.1 0.0 0.1
0.0 0.1 0.1
0.0 -0.1 0.0
0.0 0.0 0.1
-0.1 0.1 0.0
0.1 0.0 0.0
0.1 -0.1 0.0
0.0 0.0 0.0
-0.1 0.0 0.0
-0.1 0.0 0.0
0.0 -0.1 0.0
0.0 0.0 -0.1
0.0 0.1 0.0
0.0 0.1 0.0
0.1 -0.1 -0.1
0.0 0.0 0.0
0.0 0.0 0.0
0.0 0.0 0.0
0.0 0.0 0.0
0.0 0.0 0.0
0.1 -0.1 0.0
0.1 0.0 0.0
0.0 0.0 0.0
0.0 0.1 0.0
0.0 0.0 0.0
-0.2 0.2 -0.1
0.1 0.3 0.7
0.3 0.0 -0.5
-0.4 -0.2 -0.3
-0.3 1.0 -0.3
-0.1 -0.5 -0.1
0.0 -0.3 -0.2
0.0 0.0 0.1
0.0 0.0 -0.1
-0.1 0.3 0.0
0.0 0.2 0.0
0.2 -0.5 0.2
0.0 0.1 0.0
0.1 0.0 0.1
0.1 -0.2 0.2
0.0 0.1 -0.1
0.0 -0.1 0.0
0.1 0.0 0.1
0.0 0.2 0.0
0.0 -0.1 0.1
0.0 0.0 -0.1
0.0 0.2 0.0
0.0 0.0 0.0
0.0 -0.1 0.0
0.0 -0.1 -0.1
-0.1 0.0 -0.1
0.1 0.4 0.0
0.2 -0.1 0.1
-0.2 -0.1 -0.1
-0.1 -0.2 0.4
0.2 -0.2 0.1
-0.2 0.0 -0.1
0.2 0.2 0.2
0.0 0.0 0.0
0.0 0.0 0.0
0.0 0.0 0.0
0.0 0.0 0.0
0.0 0.0 0.0
0.0 -0.1 0.0
-0.1 0.0 0.0
0.0 0.0 0.0
0.0 0.0 0.0
-0.2 0.0 -0.1
0.0 0.1 0.0
0.0 0.0 0.0

Results
LUMO energy in eV: -8.570
M in g mol⁻¹: 875.374
HOMO level in eV: -16.2
Total charge: +3
ΔE to the lowest compared entry with this formula, charge and spin in kJ/mol: 59.71

---

(2)
A structure of composition C40H49N7Ta in a non-equilibrium geometry, computed with ωB97M-V/def2-TZVPD.

Cartesian coordinates (Å):
Ta: -0.00538 0.40165 0.18648
C: -2.26333 -1.48165 1.23524
C: -3.42294 -0.89710 0.46706
C: -3.29915 0.47890 -0.12965
C: -4.48067 1.06227 -0.57204
C: -4.47091 2.25546 -1.26469
C: -3.24024 2.84620 -1.52278
C: -2.11166 2.24227 -1.03206
N: -2.10964 1.09304 -0.31103
N: -1.00591 -1.64196 0.43398
C: -1.25332 -2.38516 -0.83779
C: -1.25043 -1.51836 -2.05815
C: -1.83160 -1.98801 -3.22244
C: -1.69532 -1.26163 -4.39115
C: -0.98430 -0.07172 -4.33830
C: -0.46510 0.34574 -3.13431
N: -0.57136 -0.35890 -1.98504
C: -0.02455 -2.45390 1.21805
C: 1.27457 -2.39315 0.46487
C: 2.16323 -3.44163 0.38310
C: 3.27962 -3.32135 -0.43783
C: 3.44280 -2.16056 -1.17914
C: 2.52167 -1.14199 -1.03609
N: 1.46980 -1.23454 -0.20540
H: -2.01141 -0.85362 2.08447
H: -2.55796 -2.46324 1.61809
H: -3.72145 -1.56595 -0.34568
H: -4.28002 -0.89347 1.14395
H: -5.41239 0.54704 -0.37800
H: -5.39280 2.70210 -1.61305
H: -3.15157 3.76352 -2.08788
H: -1.15091 2.68114 -1.23019
H: -0.45318 -3.11475 -0.96803
H: -2.17452 -2.96019 -0.74718
H: -2.36678 -2.92864 -3.20691
H: -2.12880 -1.61167 -5.31852
H: -0.83393 0.53891 -5.21812
H: 0.04193 1.28997 -3.10213
H: 0.05086 -2.04610 2.21901
H: -0.38375 -3.48248 1.30514
H: 1.97074 -4.35244 0.93499
H: 3.98832 -4.13500 -0.51978
H: 4.26866 -2.03597 -1.86544
H: 2.60914 -0.23440 -1.61117
C: 1.14119 0.31355 2.23169
C: -0.20665 0.84773 2.49475
C: -0.15151 2.19975 1.98264
C: 1.12590 2.38257 1.42863
C: 1.98112 1.27577 1.69293
C: 3.48643 1.30166 1.58794
C: 3.89316 2.41407 2.58872
C: 4.01639 1.70896 0.21582
C: 4.08761 -0.02257 2.05634
C: -1.10387 3.41324 2.01837
C: -2.61418 3.08307 2.02079
C: -0.76453 4.18323 3.32572
C: -0.77703 4.43673 0.91160
C: -0.73041 0.44759 3.92466
C: 0.19728 1.19999 4.89788
C: -0.59762 -1.04080 4.29233
C: -2.18230 0.83740 4.20503
H: 1.46096 -0.60153 2.70324
H: 1.45995 3.28996 0.94659
H: 3.54187 3.39648 2.27009
H: 4.98170 2.45308 2.63704
H: 3.51920 2.21093 3.59351
H: 3.62601 2.68090 -0.09514
H: 3.80841 0.97859 -0.56058
H: 5.09970 1.81637 0.27458
H: 3.81885 -0.23687 3.09224
H: 5.17461 0.03316 2.00880
H: 3.77617 -0.86545 1.43635
H: -3.07160 3.35651 2.96855
H: -2.83370 2.03337 1.85602
H: -3.12740 3.66090 1.25244
H: -1.09612 3.66351 4.22169
H: -1.28674 5.13968 3.29556
H: 0.30482 4.38898 3.40860
H: -0.77984 4.04554 -0.09952
H: 0.18448 4.92571 1.06912
H: -1.52107 5.23119 0.95382
H: 1.22001 0.82342 4.83270
H: -0.14428 1.03933 5.92074
H: 0.21553 2.27266 4.71678
H: 0.41116 -1.43745 4.16971
H: -1.31794 -1.68548 3.78822
H: -0.81618 -1.13237 5.35582
H: -2.31998 1.91260 4.25458
H: -2.47333 0.43670 5.17605
H: -2.88167 0.43796 3.46736
N: 0.99060 1.62077 -1.02643
C: 1.55143 2.34063 -1.79276
C: 2.12965 3.13895 -2.69023
C: 1.96059 2.80428 -4.06816
N: 1.72574 2.42538 -5.12717
C: 2.82527 4.27770 -2.17500
N: 3.33972 5.14738 -1.62814

Atomic forces in eV per Å
0.6 0.5 -0.9
0.1 0.0 0.0
0.0 0.0 0.0
0.0 0.0 0.0
0.0 0.0 0.0
0.1 0.0 0.0
-0.1 0.0 0.0
0.0 -0.1 -0.1
-0.1 -0.1 -0.1
0.0 0.2 0.2
0.0 0.0 0.0
0.0 -0.1 0.2
0.0 0.0 0.0
0.0 0.1 0.0
0.0 -0.1 -0.1
-0.1 -0.1 0.1
-0.2 -0.1 -0.1
0.0 0.0 -0.1
0.0 0.1 0.1
0.0 0.0 0.0
0.0 0.0 0.0
0.0 0.0 0.0
0.0 -0.1 -0.1
0.0 -0.2 0.1
-0.1 0.0 0.0
0.0 0.0 0.0
0.0 0.0 0.0
0.0 0.0 0.0
0.0 0.0 0.0
0.0 0.0 0.0
0.0 0.0 0.0
0.0 0.0 0.0
0.0 0.0 0.0
0.0 0.0 0.0
0.0 0.0 0.0
0.0 0.0 0.0
0.0 0.0 0.0
0.0 0.0 0.0
0.0 0.0 0.1
0.0 0.0 0.0
0.0 0.0 0.0
0.0 0.0 0.0
0.0 0.0 0.0
0.0 0.0 0.0
-0.8 -0.5 0.9
1.1 -0.1 1.0
-0.7 0.5 -0.5
0.2 0.0 -0.3
0.0 0.3 -0.6
0.0 0.0 0.3
0.1 -0.1 0.0
0.0 0.2 0.0
0.0 0.0 -0.1
0.1 0.0 0.5
0.0 0.1 -0.1
-0.1 -0.1 0.0
0.1 0.1 0.0
-0.5 -0.2 0.0
0.1 0.0 0.0
0.0 0.0 -0.1
0.0 0.1 0.0
0.2 0.0 -0.2
-0.1 0.0 0.0
0.0 0.0 0.0
0.0 0.0 0.0
0.0 0.0 0.0
0.0 0.0 0.0
0.0 0.0 0.0
0.0 0.0 0.0
0.0 0.0 0.0
0.0 0.0 0.0
0.0 0.0 0.0
0.0 0.0 0.0
0.0 0.0 0.0
0.0 0.0 0.0
0.0 0.0 0.0
0.0 0.0 0.0
0.0 0.0 0.0
0.0 0.0 0.0
0.0 0.0 0.1
0.0 0.0 0.0
0.0 0.0 0.0
0.0 0.0 0.0
0.0 -0.1 0.0
0.0 0.0 0.0
0.0 0.0 0.0
0.0 0.0 0.0
0.0 0.0 0.0
0.0 0.0 0.0
0.0 0.0 0.0
0.1 0.1 0.0
0.0 -0.1 -0.1
0.0 0.1 0.2
0.0 0.0 0.0
0.0 0.0 0.0
0.0 0.0 0.0
0.0 0.0 0.0

Results
LUMO energy in eV: -10.325
M in g mol⁻¹: 808.829
HOMO level in eV: -17.2
Total charge: +3
ΔE to the lowest compared entry with this formula, charge and spin in kJ/mol: 0.00